# 1
Density functional theory data (wB97M-V/def2-TZVPD) for C19H32AsF5N6OS2Sn as an isolated structure at a distorted geometry.

gap between HOMO and LUMO = 7.0 eV
total charge = +2
energy = -4892.2920 Eh
relative energy (zero: lowest compared OMol25 entry of this formula, charge and spin) = 116.4 kJ/mol
LUMO = -0.19956 hartree

The geometry in XYZ format:
```
67
Properties=species:S:1:pos:R:3:mulliken_charge:R:1
Sn -0.03 0.26 0.90 1.316
N 1.55 3.87 2.90 -0.405
C 1.14 2.61 2.66 0.626
S -0.47 2.43 1.94 -0.558
N 1.93 1.62 2.94 -1.242
N 1.33 0.40 2.69 0.666
C 1.98 -0.63 3.14 -0.563
C 1.41 -1.95 3.16 0.841
C 2.15 -3.00 3.74 -0.749
C 1.60 -4.23 3.93 -0.776
C 0.26 -4.44 3.57 -0.586
C -0.49 -3.44 2.99 -0.210
C 0.08 -2.18 2.76 0.085
O -0.67 -1.23 2.19 -0.718
H 0.98 4.66 2.66 0.187
H 2.44 4.01 3.34 0.244
H 2.94 -0.46 3.62 0.481
H 3.17 -2.80 4.06 0.414
H 2.17 -5.03 4.38 0.442
H -0.20 -5.41 3.74 0.427
H -1.52 -3.60 2.71 0.432
N -5.07 0.49 -2.71 -0.165
C -3.62 0.03 -2.50 -0.408
C -2.64 1.17 -2.79 -1.374
C -2.36 2.12 -1.60 0.537
N -0.99 1.90 -1.08 -0.388
C -3.35 1.93 -0.45 -1.650
C -3.49 0.48 0.03 0.299
N -2.42 0.19 1.02 -0.592
C -3.44 -0.55 -1.12 -0.276
H -5.22 0.83 -3.66 0.402
H -5.32 1.25 -2.07 0.266
H -5.72 -0.28 -2.54 0.406
H -3.50 -0.75 -3.25 0.561
H -2.96 1.74 -3.67 0.321
H -1.71 0.68 -3.07 0.287
H -2.46 3.15 -1.96 0.564
H -0.74 2.67 -0.46 0.331
H -0.30 1.94 -1.82 0.154
H -4.32 2.34 -0.75 0.297
H -3.06 2.56 0.39 0.753
H -4.44 0.38 0.54 0.284
H -2.51 -0.75 1.41 0.294
H -2.55 0.82 1.81 0.471
H -4.15 -1.36 -0.94 0.541
H -2.46 -1.03 -1.13 -0.565
F -0.20 -0.82 -1.92 -0.236
C 0.35 -1.25 -0.74 0.123
F 1.70 -1.33 -0.94 -0.259
C -0.10 -2.73 -0.60 0.658
F -0.05 -3.33 -1.78 -0.281
F 0.69 -3.38 0.24 -0.189
F -1.37 -2.79 -0.17 -0.196
C 2.93 0.36 -3.19 -1.059
As 3.58 0.96 -1.49 0.824
C 4.74 -0.38 -0.77 -1.084
C 4.70 2.47 -1.88 -1.082
S 2.10 1.67 -0.13 -0.327
H 3.77 0.28 -3.88 0.450
H 2.23 1.11 -3.56 0.334
H 2.44 -0.61 -3.10 0.309
H 5.60 -0.49 -1.43 0.427
H 4.22 -1.33 -0.67 0.350
H 5.06 -0.04 0.21 0.355
H 5.48 2.17 -2.57 0.429
H 5.13 2.82 -0.95 0.386
H 4.09 3.25 -2.32 0.368
```

***

# 2
Density functional theory data (wB97M-V/def2-TZVPD) for C19H32BBr3Cl2CsF5MgNO7 as an isolated structure at a distorted geometry.

gap between HOMO and LUMO = 1.3 eV
total charge = -1
energy = -10710.9893 Eh
relative energy (zero: lowest compared OMol25 entry of this formula, charge and spin) = 173.5 kJ/mol
LUMO = -0.07815 hartree

The geometry in XYZ format:
```
72
Properties=species:S:1:pos:R:3:mulliken_charge:R:1
F 5.23 0.01 2.95 -0.240
C 5.05 -1.30 3.06 0.785
F 4.23 -1.52 4.09 -0.292
F 6.27 -1.77 3.42 -0.313
C 4.62 -1.94 1.79 0.322
C 3.16 -1.70 1.45 -2.066
B 2.80 -0.21 0.86 0.604
C 3.82 0.28 -0.31 0.349
C 4.21 -0.62 -1.31 -0.198
C 5.10 -0.22 -2.33 -0.896
C 5.48 1.13 -2.30 -0.139
C 5.04 1.95 -1.31 -0.507
N 4.23 1.55 -0.32 -0.473
H 4.78 -3.01 1.90 0.391
H 5.31 -1.62 1.03 -0.235
H 2.50 -1.88 2.35 0.563
H 2.85 -2.45 0.66 0.290
H 1.66 -0.20 0.41 -0.276
H 2.79 0.57 1.79 -0.161
H 3.86 -1.63 -1.29 0.095
H 5.38 -0.87 -3.14 0.598
H 6.14 1.51 -3.06 0.376
H 5.35 2.98 -1.29 0.429
Cs 0.98 -2.93 1.97 1.018
C -3.44 2.08 2.92 -0.274
C -2.92 0.64 2.74 0.840
O -1.75 0.51 2.32 -0.744
O -3.74 -0.27 3.03 -0.403
H -2.67 2.81 2.65 0.347
H -4.32 2.24 2.29 -0.424
H -3.72 2.24 3.96 0.298
C 2.03 -1.54 -5.49 -1.033
C 1.59 -0.09 -5.34 -0.154
O 1.88 0.39 -4.02 -0.440
H 1.52 -2.16 -4.75 0.230
H 1.81 -1.92 -6.48 0.365
H 3.11 -1.64 -5.31 0.285
H 0.53 -0.01 -5.49 0.322
H 2.10 0.54 -6.07 0.269
H 2.83 0.32 -3.88 0.198
Br -4.60 0.98 0.82 -0.023
C -5.75 -0.07 2.07 -0.686
C -5.03 -1.31 2.44 -0.091
Br -5.06 -2.63 1.01 -0.202
H -6.74 -0.19 1.58 0.593
H -5.90 0.58 2.93 0.328
H -5.53 -1.78 3.29 0.314
H -3.97 -1.14 2.68 0.225
Mg -4.88 3.41 0.62 0.235
C -1.44 6.57 -2.53 -0.421
C -1.62 7.41 -1.28 0.310
O -1.98 6.44 -0.32 -0.291
C -1.42 5.25 -0.69 0.549
O -1.31 4.31 0.01 -0.412
O -1.01 5.32 -1.98 -0.263
F -2.63 8.31 -1.42 -0.284
H -2.39 6.42 -3.05 0.275
H -0.71 6.97 -3.22 0.261
H -0.72 7.93 -0.95 0.279
Br 6.98 -1.10 -1.17 -0.507
O -1.05 -0.07 -3.93 -0.660
H -0.32 0.29 -3.42 0.354
H -1.41 -0.78 -3.38 0.294
Cl -1.61 -6.85 3.26 -0.186
C -3.36 -7.17 3.11 -0.418
C -4.04 -5.89 2.70 -0.493
Cl -3.94 -4.66 3.96 -0.165
H -3.73 -7.55 4.06 0.321
H -3.51 -7.93 2.35 0.313
H -5.09 -6.05 2.47 0.333
H -3.56 -5.49 1.81 0.290
F -8.33 0.24 2.02 -0.880
```

***

# 3
Density functional theory data (wB97M-V/def2-TZVPD) for C19H32BeBr2Cl3FN2O8S as an isolated structure at a distorted geometry.

gap between HOMO and LUMO = 1.2 eV
total charge = 0
energy = -8495.2904 Eh
LUMO = -0.16295 hartree

The geometry in XYZ format:
```
69
Properties=species:S:1:pos:R:3:mulliken_charge:R:1
O -2.85 2.35 -3.06 -0.477
C -2.08 1.75 -4.01 0.228
O -2.13 0.26 -4.18 -0.200
C -1.16 -0.29 -3.18 0.081
C -0.77 -1.82 -3.60 -1.006
C 0.78 -2.25 -3.30 0.273
C 1.60 -2.19 -4.72 -0.748
O 2.92 -1.55 -4.66 -0.414
C 2.61 -0.18 -4.11 -0.437
C 2.35 -0.39 -2.51 -0.457
N 1.44 -1.54 -2.14 -0.125
H -1.39 2.44 -4.68 0.322
H -0.26 0.44 -3.02 0.063
H -1.77 -0.36 -2.15 -0.012
H -0.98 -1.92 -4.77 0.435
H -1.51 -2.61 -3.09 0.274
H 0.75 -3.41 -3.00 0.374
H 1.77 -3.31 -5.10 0.286
H 1.01 -1.65 -5.60 0.404
H 3.56 0.50 -4.33 0.370
H 1.69 0.30 -4.67 0.261
H 3.42 -0.62 -2.02 0.362
H 2.02 0.64 -2.03 0.193
H 2.05 -2.27 -1.65 0.504
H 0.77 -1.22 -1.39 0.365
C -2.74 -2.78 1.49 -0.621
C -3.72 -2.63 2.48 -0.705
C -4.74 -1.70 2.30 -0.370
C -4.80 -0.93 1.14 -0.592
C -3.83 -1.09 0.15 -0.356
C -2.80 -2.01 0.33 0.147
H -1.94 -3.50 1.63 0.365
H -3.67 -3.23 3.38 0.651
H -5.50 -1.58 3.08 0.383
H -5.61 -0.22 1.00 0.394
H -3.88 -0.50 -0.76 0.484
H -2.04 -2.13 -0.44 0.242
C -5.66 -6.31 3.23 0.007
Cl -5.61 -7.77 2.23 -0.127
Cl -5.13 -6.66 4.88 -0.130
Cl -4.67 -5.03 2.51 -0.056
H -6.70 -5.96 3.27 0.296
C 2.28 5.15 0.36 -0.338
C 1.73 4.37 -0.83 -0.408
O 2.82 3.58 -1.30 -0.242
S 3.75 3.17 -0.03 1.094
O 3.38 1.84 0.40 -0.616
O 5.12 3.55 -0.33 -0.461
O 3.14 4.24 1.04 -0.352
H 2.87 6.01 0.03 0.328
H 1.48 5.50 1.03 0.334
H 1.36 5.03 -1.63 0.333
H 0.92 3.69 -0.52 0.262
Br -3.58 -0.17 -5.63 -0.529
C 1.47 1.57 5.42 0.406
O 0.28 1.66 5.20 -0.409
N 2.47 1.55 4.47 0.174
C 3.87 1.44 4.82 -0.890
C 2.10 1.63 3.07 -0.978
H 1.86 1.50 6.45 0.193
H 4.40 2.31 4.44 0.340
H 4.28 0.53 4.36 0.335
H 4.00 1.38 5.91 0.327
H 1.56 2.57 2.90 0.325
H 1.45 0.79 2.82 0.318
H 2.99 1.60 2.44 0.364
Be -0.30 0.91 6.77 0.262
Br -1.33 2.76 5.68 -0.232
F 4.84 4.77 -2.25 -0.874
```

***

# 4
Density functional theory data (wB97M-V/def2-TZVPD) for a 2-piece molecular cluster, C19H32ClF7NO9P2 overall at a distorted geometry.

gap between HOMO and LUMO = 6.5 eV
total charge = -1
energy = -3316.8450 Eh
LUMO = 0.07171 hartree

The geometry in XYZ format:
```
71
Properties=species:S:1:pos:R:3:mulliken_charge:R:1
C 5.68 2.58 0.35 -0.869
C 4.73 1.33 0.69 0.654
O 3.55 1.57 0.99 -0.534
O 5.32 0.05 0.59 -0.326
C 4.38 -0.94 0.07 -0.431
C 4.28 -0.92 -1.54 -0.712
C 3.20 0.16 -2.09 -0.316
C 1.76 -0.39 -1.69 -0.527
C 0.54 0.52 -2.24 -0.538
C -0.77 0.06 -1.44 -0.372
C -2.07 -0.18 -2.34 -0.533
C -3.28 0.88 -2.06 -1.497
P -4.23 0.56 -0.41 1.103
C -4.81 0.10 1.37 -0.571
C -4.51 -1.45 1.77 -0.139
O -3.37 -1.81 2.17 -0.546
C -4.77 -1.18 -1.08 -1.723
O -5.03 -1.26 -2.52 -0.102
N -5.23 -2.56 -2.80 0.029
O -5.84 -2.69 -3.82 -0.413
P -3.21 2.44 0.25 0.170
O -3.66 3.78 -0.78 -0.541
Cl -3.86 3.19 2.12 -0.367
C -5.85 1.43 -0.90 0.486
F -5.79 2.22 -2.11 -0.396
F -6.16 2.46 0.09 -0.357
C -7.25 0.70 -1.00 0.477
F -7.60 -0.25 -0.02 -0.297
F -7.56 0.16 -2.29 -0.326
C -8.52 1.72 -0.80 0.598
F -9.64 1.00 -1.33 -0.297
F -8.86 1.88 0.56 -0.242
F -8.46 2.89 -1.52 -0.218
H 6.74 2.16 0.21 0.234
H 5.61 3.27 1.25 0.307
H 5.28 3.05 -0.60 0.278
H 4.83 -1.96 0.34 0.301
H 3.36 -0.91 0.57 0.309
H 3.88 -1.95 -1.83 0.402
H 5.32 -0.77 -1.98 0.323
H 3.37 1.21 -1.67 0.115
H 3.27 0.17 -3.23 0.344
H 1.58 -1.44 -2.11 0.190
H 1.59 -0.47 -0.56 0.228
H 0.77 1.59 -1.87 0.225
H 0.43 0.49 -3.37 0.366
H -1.02 0.72 -0.54 0.215
H -0.52 -0.97 -0.97 0.199
H -2.42 -1.26 -2.43 0.167
H -1.74 0.10 -3.41 0.384
H -2.67 1.85 -2.05 0.573
H -3.89 0.91 -3.00 0.380
H -3.01 -0.11 0.02 0.145
H -5.85 0.44 1.65 0.256
H -4.12 0.54 2.19 0.489
H -5.27 -2.29 1.65 0.312
H -3.90 -1.91 -0.90 0.752
H -5.67 -1.64 -0.59 0.864
H -4.20 4.43 -0.28 0.303
C 7.85 -0.39 2.21 -0.448
O 8.41 -0.78 3.47 -0.354
C 7.93 -1.94 3.94 0.758
O 7.11 -2.64 3.40 -0.537
O 8.53 -2.20 5.11 -0.331
C 8.11 -3.41 5.73 -0.618
H 8.31 0.56 1.93 0.237
H 8.08 -1.12 1.44 0.291
H 6.78 -0.24 2.30 0.220
H 8.35 -4.27 5.10 0.285
H 7.04 -3.38 5.96 0.296
H 8.65 -3.51 6.67 0.215
```

***

Number 1: HOMO level -12.45 eV. Number 2: HOMO level -3.39 eV. Number 3: HOMO level -5.61 eV. Number 4: HOMO level -4.51 eV.